Record 1
{
  "formula": "C16H21N5O3S",
  "method": "ωB97M-V/def2-TZVPD",
  "homo_lumo_gap_ev": 9.823,
  "lumo_energy_ev": 0.5,
  "smiles": "C[C@H](Cn1cncn1)C(=O)N1CCN(S(=O)(=O)c2ccccc2)CC1",
  "symbols": ["C", "H", "H", "H", "C", "H", "C", "O", "N", "C", "H", "C", "N", "S", "O", "O", "C", "C", "C", "C", "C", "C", "H", "H", "H", "H", "H", "C", "H", "C", "H", "H", "H", "H", "H", "H", "C", "N", "C", "N", "C", "N", "H", "H", "H", "H"],
  "coordinates": [[1.478, 2.400, -0.648], [0.461, 2.258, -0.288], [1.829, 3.378, -0.326], [1.458, 2.372, -1.735], [2.407, 1.306, -0.120], [2.438, 1.316, 0.971], [1.927, -0.045, -0.643], [2.286, -0.458, -1.732], [1.122, -0.783, 0.157], [0.566, -0.381, 1.432], [1.207, -0.730, 2.254], [-0.850, -0.974, 1.579], [-1.513, -1.051, 0.300], [-2.049, 0.432, -0.301], [-1.810, 0.495, -1.711], [-1.556, 1.498, 0.530], [-3.804, 0.245, -0.014], [-4.379, 0.793, 1.115], [-5.731, 0.598, 1.347], [-6.486, -0.142, 0.450], [-5.897, -0.685, -0.682], [-4.546, -0.493, -0.916], [-4.058, -0.889, -1.792], [-6.491, -1.254, -1.381], [-7.540, -0.292, 0.631], [-6.196, 1.023, 2.224], [-3.766, 1.375, 1.784], [-0.861, -1.948, -0.637], [-1.012, -1.529, -1.632], [0.640, -2.059, -0.327], [0.826, -2.818, 0.439], [1.201, -2.309, -1.228], [-1.338, -2.933, -0.582], [-1.449, -0.336, 2.228], [-0.821, -1.981, 2.004], [0.479, 0.704, 1.476], [3.841, 1.523, -0.629], [4.720, 0.544, -0.057], [5.164, -0.612, -0.576], [5.874, -1.266, 0.314], [5.834, -0.460, 1.393], [5.141, 0.639, 1.211], [6.323, -0.691, 2.316], [4.949, -0.935, -1.573], [3.865, 1.414, -1.715], [4.192, 2.516, -0.339]]
}

***

Record 2
{
  "formula": "C4H7NO",
  "method": "ωB97M-V/def2-TZVPD",
  "homo_lumo_gap_ev": [8.428, 8.428],
  "lumo_energy_ev": [-0.7, -0.7],
  "smiles": "O=NC1=CCC1.[H][H]",
  "symbols": ["O", "N", "C", "C", "C", "C", "H", "H", "H", "H", "H", "H", "H"],
  "coordinates": [[2.532, -0.099, -0.611], [1.852, 0.828, -0.214], [0.463, 0.527, -0.171], [-0.283, -0.559, -0.438], [-1.557, 0.118, 0.006], [-0.694, 1.397, 0.255], [1.990, -2.131, 0.280], [-0.064, -1.549, -0.820], [1.558, -2.632, 0.623], [-2.343, 0.209, -0.750], [-1.989, -0.309, 0.918], [-0.919, 2.223, -0.427], [-0.677, 1.768, 1.283]]
}

***

Record 3
{
  "formula": "C4H12NO3",
  "method": "ωB97M-V/def2-TZVPD",
  "homo_lumo_gap_ev": 6.147,
  "total_charge": -1,
  "lumo_energy_ev": 3.7,
  "symbols": ["C", "O", "C", "C", "C", "O", "N", "H", "H", "H", "H", "H", "H", "H", "H", "H", "H", "H", "H", "O"],
  "coordinates": [[1.446, 0.707, 1.312], [2.205, -0.133, 0.821], [0.033, 0.808, 0.446], [-0.490, -0.630, 0.001], [0.273, -1.363, -1.079], [-0.411, -1.495, 1.150], [0.191, 1.637, -0.740], [1.837, 1.724, 1.347], [1.120, 0.368, 2.321], [-0.774, 1.269, 1.137], [-1.514, -0.490, -0.152], [-0.178, -1.167, -2.027], [1.342, -1.245, -0.909], [0.277, -2.487, -1.131], [0.585, -1.587, 1.325], [0.984, 1.355, -1.256], [0.326, 2.653, -0.591], [-3.095, 1.101, -0.984], [-1.870, 0.658, -1.777], [-2.787, 0.285, -1.496]]
}

***

Calculated ΔE to the lowest compared entry with this formula, charge and spin in order - 2.745, 5.481, 2.251 eV